#w
C5H11NO | wB97M-V/def2-TZVPD

The geometry in XYZ format:
```
18
Properties=species:S:1:pos:R:3
N -0.14 -2.37 -0.04
C -0.85 -1.25 -0.61
C -0.96 0.06 -0.02
C -1.37 0.06 1.39
C -2.15 1.08 1.86
C -0.87 -1.43 -2.09
H -0.29 -2.40 0.96
H 0.87 -2.09 -0.20
H -0.68 0.90 -0.66
H -0.76 -0.66 1.90
H -1.96 1.59 2.82
H -2.83 1.59 1.20
H -1.94 -1.69 -2.29
H -0.76 -0.53 -2.72
H -0.09 -2.15 -2.43
H 4.05 3.57 -0.65
H 5.13 3.56 0.45
O 4.67 2.99 -0.17
```

Values from the calculation:
HOMO energy (spin up / spin down) = 0.082 / -2.023 eV
charge = -1
frontier orbital gap (spin up / spin down) = 2.83 / 4.92 eV
multiplicity = 2
LUMO energy (spin up / spin down) = 2.912 / 2.893 eV
<S²> = 0.77

natural (NBO) population analysis, charges in e, atoms 1 to 6: N -0.88; C 0.04; C -0.50; C -0.23; C -0.63; C -0.65

***

#x
C5H11NO | wB97M-V/def2-TZVPD

The geometry in XYZ format:
```
18
Properties=species:S:1:pos:R:3
C -1.27 -0.63 -0.27
C -2.45 -0.47 0.66
C -0.26 0.35 -0.25
N 1.03 0.10 -0.87
C 2.61 -0.32 -0.64
C 3.16 -0.08 0.72
O -0.52 1.48 0.24
H -3.35 1.79 -1.29
H -0.97 -1.62 -0.66
H -3.35 -1.05 0.27
H -2.64 0.63 0.69
H -2.20 -0.84 1.72
H 1.39 1.02 -0.67
H 2.53 -1.27 -1.07
H -3.48 1.25 -1.79
H 3.30 -1.11 0.80
H 4.13 0.46 0.97
H 2.34 0.30 1.43
```

Values from the calculation:
HOMO energy (spin up / spin down) = -1.859 / -1.766 eV
charge = -1
frontier orbital gap (spin up / spin down) = 5.83 / 5.40 eV
multiplicity = 2
LUMO energy (spin up / spin down) = 3.970 / 3.632 eV
<S²> = 0.76

natural (NBO) population analysis, charges in e, atoms 1 to 6: C -0.54; C -0.63; C 0.52; N -0.73; C -0.01; C -0.72

***

#y
C5H11NO | wB97M-V/def2-TZVPD

The geometry in XYZ format:
```
18
Properties=species:S:1:pos:R:3
C -2.87 0.41 0.09
N -1.55 0.73 -0.44
C -0.42 0.05 0.23
C 0.90 0.71 -0.33
C 2.16 -0.09 -0.22
O 2.95 -0.09 0.80
C -0.38 -1.46 0.08
H -3.11 0.96 1.00
H -3.62 0.60 -0.68
H -2.95 -0.66 0.36
H -1.54 0.54 -1.44
H -0.53 0.35 1.27
H 1.01 1.70 0.14
H 0.78 0.82 -1.42
H 2.56 -0.49 -1.17
H -0.27 -1.88 -0.92
H -1.38 -1.82 0.38
H 0.35 -1.86 0.78
```

Values from the calculation:
HOMO energy (spin up / spin down) = 0.448 / -2.942 eV
charge = -1
frontier orbital gap (spin up / spin down) = 3.35 / 6.61 eV
multiplicity = 2
LUMO energy (spin up / spin down) = 3.796 / 3.668 eV
<S²> = 0.75

natural (NBO) population analysis, charges in e, atoms 1 to 6: C -0.41; N -0.64; C -0.06; C -0.49; C 0.02; O -0.80

***

#z
C5H11NO | wB97M-V/def2-TZVPD

The geometry in XYZ format:
```
18
Properties=species:S:1:pos:R:3
C -2.31 0.26 -0.16
O -2.85 -1.03 -0.54
C -1.02 0.16 0.64
C 0.06 -0.82 0.17
C 1.07 -0.08 -0.71
C 3.07 0.92 0.09
N 1.73 0.99 0.00
H -2.24 0.82 -1.10
H -3.04 0.84 0.42
H -2.46 -1.58 0.13
H -0.57 1.13 0.81
H -1.36 -0.19 1.63
H 0.63 -1.16 1.04
H -0.36 -1.69 -0.33
H 1.88 -0.77 -1.04
H 0.64 0.34 -1.63
H 3.49 1.84 0.50
H 3.67 0.01 0.09
```

Values from the calculation:
HOMO energy (spin up / spin down) = 0.611 / -3.163 eV
charge = -1
frontier orbital gap (spin up / spin down) = 3.07 / 6.78 eV
multiplicity = 2
LUMO energy (spin up / spin down) = 3.685 / 3.613 eV
<S²> = 0.75

natural (NBO) population analysis, charges in e, atoms 1 to 6: C -0.06; O -0.73; C -0.45; C -0.42; C -0.28; C -0.50

***

Most stable to least stable: #y, #z, #w, #x